## P
ORCA calculation (ωB97M-V/def2-TZVPD) on a cluster of 2 separate species, C7H17N in total.

Each atom is followed by the atoms it is bonded to, with distances in Å.
Cartesian coordinates (Å):
1 N 0.38740 0.93974 1.03777  C4 1.292, C5 1.548
2 C 2.53753 -0.53117 0.58439  C5 1.547, H9 1.092, H13 1.082, H20 1.090
3 C -2.04439 1.12097 -0.61009  C6 1.530, H12 1.085, H14 1.090, H19 1.089
4 C -0.25783 -0.12324 0.68751  N1 1.292, C6 1.487, H10 1.115
5 C 1.63437 0.65336 0.16683  N1 1.548, C2 1.547, C7 1.519, H15 1.093
6 C -1.56012 -0.20798 -0.02591  C3 1.530, C4 1.487, C8 1.534, H18 1.104
7 C 1.55915 0.74315 -1.34785  C5 1.519, H11 1.093, H22 1.092, H24 1.086
8 C -1.64926 -1.35382 -1.04158  C6 1.534, H16 1.093, H23 1.085, H25 1.084
9 H 2.36010 -0.73204 1.64319  C2 1.092
10 H 0.02064 -1.10127 1.14590  C4 1.115
11 H 0.89754 -0.02577 -1.75516  C7 1.093
12 H -1.29548 1.50987 -1.29180  C3 1.085
13 H 3.58053 -0.28479 0.43293  C2 1.082
14 H -2.20091 1.89155 0.14490  C3 1.090
15 H 2.25974 1.50263 0.45484  C5 1.093
16 H -1.54028 -2.33173 -0.56627  C8 1.093
17 H -0.93372 -0.55096 3.88718  H21 0.742
18 H -2.30664 -0.51256 0.72817  C6 1.104
19 H -2.95770 0.95647 -1.18030  C3 1.089
20 H 2.28851 -1.43345 0.02580  C2 1.090
21 H -0.89415 0.15905 3.67583  H17 0.742
22 H 1.18711 1.70529 -1.70494  C7 1.092
23 H -2.65585 -1.30259 -1.44374  C8 1.085
24 H 2.54080 0.56673 -1.77681  C7 1.086
25 H -0.95709 -1.25745 -1.87078  C8 1.084

The SMILES is CC(C)/C=N/C(C)C.[H][H]. The HOMO energy is -7.895 eV.


## Q
ORCA calculation (ωB97M-V/def2-TZVPD) on the molecule C7H17N.

Each atom is followed by the atoms it is bonded to, with distances in Å.
Cartesian coordinates (Å):
1 N -0.10381 -0.04969 0.90490  C3 1.472, C4 1.481, H16 1.012
2 C -0.13939 -1.66805 -0.95554  C3 1.523, C6 1.509, H20 1.090, H24 1.105
3 C 0.41921 -0.34895 -0.43767  N1 1.472, C2 1.523, H19 1.095, H25 1.082
4 C 0.71166 0.71109 1.87882  N1 1.481, C5 1.538, C8 1.527, H10 1.086
5 C 0.00091 2.02789 2.23242  C4 1.538, H9 1.088, H11 1.091, H18 1.083
6 C -1.51175 -1.61460 -1.58187  C2 1.509, C7 1.545, H22 1.085, H23 1.094
7 C -1.64251 -0.72895 -2.84080  C6 1.545, H12 1.074, H14 1.084, H17 1.088
8 C 2.17832 0.93833 1.51984  C4 1.527, H13 1.095, H15 1.088, H21 1.086
9 H -0.02072 2.66392 1.35012  C5 1.088
10 H 0.72038 0.10323 2.77862  C4 1.086
11 H 0.58176 2.57879 2.97356  C5 1.091
12 H -1.32815 -1.26799 -3.71475  C7 1.074
13 H 2.55605 -0.02794 1.17005  C8 1.095
14 H -2.66733 -0.39262 -2.95206  C7 1.084
15 H 2.30757 1.68058 0.73495  C8 1.088
16 H -0.97133 0.46209 0.80501  N1 1.012
17 H -0.99270 0.14267 -2.78849  C7 1.088
18 H -0.94978 1.75331 2.67183  C5 1.083
19 H 0.19789 0.46515 -1.13592  C3 1.095
20 H -0.06155 -2.43258 -0.18258  C2 1.090
21 H 2.78399 1.16294 2.39236  C8 1.086
22 H -1.95384 -2.57467 -1.82662  C6 1.085
23 H -2.19835 -1.14156 -0.87387  C6 1.094
24 H 0.58569 -2.01644 -1.71242  C2 1.105
25 H 1.49778 -0.42594 -0.40991  C3 1.082

The SMILES is CCCCNC(C)C. The HOMO energy is -8.456 eV.


Q ends up most stable, edging out the next structure by 73.8 kcal/mol.


## P
ORCA calculation (ωB97M-V/def2-TZVPD) on a cluster of 2 separate species, C4H13NO in total.

Each atom is followed by the atoms it is bonded to, with distances in Å.
Cartesian coordinates (Å):
1 O -2.51371 1.24702 -0.24554  H13 0.958, H18 0.976
2 N 0.04320 -0.09152 0.19263  C5 1.499, C6 1.488, H7 1.012
3 C -0.29229 -2.48739 -0.27450  C6 1.539, H8 1.082, H17 1.101, H19 1.085
4 C 1.12361 1.94313 1.07973  C5 1.520, H12 1.091, H14 1.094, H15 1.095
5 C 0.82517 1.13482 -0.17210  N2 1.499, C4 1.520, H10 1.089, H11 1.075
6 C 0.27162 -1.16188 -0.81563  N2 1.488, C3 1.539, H9 1.085, H16 1.076
7 H 0.22272 -0.47624 1.11112  N2 1.012
8 H 0.24539 -3.32408 -0.70124  C3 1.082
9 H 1.34606 -1.22995 -0.94831  C6 1.085
10 H 1.73587 0.81666 -0.67827  C5 1.089
11 H 0.10411 1.70447 -0.73079  C5 1.075
12 H 1.68912 2.85037 0.86043  C4 1.091
13 H -3.11313 0.65242 -0.69802  O1 0.958
14 H 0.19721 2.31451 1.52853  C4 1.094
15 H 1.61524 1.33622 1.84660  C4 1.095
16 H -0.38194 -0.94490 -1.64302  C6 1.076
17 H -0.12151 -2.66608 0.79825  C3 1.101
18 H -1.62475 0.86370 -0.12405  O1 0.976
19 H -1.37198 -2.48128 -0.38584  C3 1.085

The SMILES is CCNCC.O. The HOMO energy is -9.278 eV.


## Q
ORCA calculation (ωB97M-V/def2-TZVPD) on a cluster of 2 separate species, C4H13NO in total.

Each atom is followed by the atoms it is bonded to, with distances in Å.
Cartesian coordinates (Å):
1 O 0.22593 -0.37077 1.17903  C3 1.439, C6 1.421
2 N -2.17946 1.21470 -2.71080  H12 0.991, H17 0.998, H19 0.997
3 C -0.60805 -0.49113 0.01256  O1 1.439, C4 1.525, H11 1.090, H14 1.090
4 C -0.53543 -1.88389 -0.60376  C3 1.525, H8 1.094, H13 1.086, H16 1.094
5 C 2.08976 0.39695 2.37341  C6 1.508, H7 1.090, H9 1.086, H10 1.099
6 C 1.07872 0.75806 1.31415  O1 1.421, C5 1.508, H15 1.099, H18 1.091
7 H 2.56816 -0.51504 2.01575  C5 1.090
8 H 0.44226 -2.36066 -0.49048  C4 1.094
9 H 1.75470 0.27583 3.39893  C5 1.086
10 H 2.95223 1.07805 2.37175  C5 1.099
11 H -1.55562 -0.11399 0.39663  C3 1.090
12 H -1.27528 1.23562 -2.30520  N2 0.991
13 H -1.22611 -2.64700 -0.25650  C4 1.086
14 H -0.23566 0.23534 -0.71043  C3 1.090
15 H 1.60110 0.90201 0.35777  C6 1.099
16 H -0.62621 -1.66090 -1.67115  C4 1.094
17 H -2.47402 0.29809 -2.97200  N2 0.998
18 H 0.44692 1.62194 1.52622  C6 1.091
19 H -2.44397 2.02677 -3.22587  N2 0.997

The SMILES is CCOCC.N. The HOMO energy is -9.443 eV.


P ends up most stable, edging out the next structure by 11.8 kcal/mol.


## P
ORCA calculation (ωB97M-V/def2-TZVPD) on a cluster of 2 separate species, C4H13NO in total.

Each atom is followed by the atoms it is bonded to, with distances in Å.
Cartesian coordinates (Å):
1 O 2.68503 0.48681 1.90820  H9 0.988, H17 0.971
2 N -0.54330 0.33744 1.11712  C3 1.556, H10 1.054, H15 1.023
3 C -0.90792 -0.42384 -0.18991  N2 1.556, C4 1.557, C6 1.579, H7 1.041
4 C -0.19572 0.35285 -1.33646  C3 1.557, C5 1.574, H8 1.085, H11 1.094
5 C 1.20985 -0.30520 -1.60144  C4 1.574, H12 1.025, H18 0.986, H19 1.117
6 C -2.47499 -0.54934 -0.33474  C3 1.579, H13 1.032, H14 1.146, H16 1.088
7 H -0.52460 -1.39215 -0.18783  C3 1.041
8 H -0.07014 1.40594 -1.10906  C4 1.085
9 H 2.02994 -0.24614 1.81429  O1 0.988
10 H -1.00150 1.27832 0.99415  N2 1.054
11 H -0.91386 0.44309 -2.15714  C4 1.094
12 H 1.78876 -0.12426 -0.77466  C5 1.025
13 H -2.81284 -0.99439 -1.20250  C6 1.032
14 H -3.07822 0.42324 -0.27136  C6 1.146
15 H -0.87879 -0.25064 1.88338  N2 1.023
16 H -2.94905 -1.08189 0.48694  C6 1.088
17 H 2.14374 1.12087 2.40612  O1 0.971
18 H 1.24960 -1.29030 -1.57376  C5 0.986
19 H 1.55255 0.00497 -2.61866  C5 1.117

The SMILES is CC[C@H](C)N.O. The HOMO energy is -9.556 eV.


## Q
ORCA calculation (ωB97M-V/def2-TZVPD) on a cluster of 2 separate species, C4H13NO in total.

Each atom is followed by the atoms it is bonded to, with distances in Å.
Cartesian coordinates (Å):
1 O 1.32782 -0.09776 -2.55077  H8 0.971, H17 1.033
2 N 0.14864 0.49834 0.02614  C3 1.475, C4 1.469, C6 1.514
3 C 0.59982 1.35786 1.13643  N2 1.475, H7 1.050, H11 1.056, H12 1.135
4 C -0.85251 1.21684 -0.77333  N2 1.469, H9 1.115, H10 1.047, H19 1.110
5 C 0.16378 -1.86994 1.13163  C6 1.512, H13 1.092, H14 1.077, H16 1.229
6 C -0.59546 -0.74401 0.46766  N2 1.514, C5 1.512, H15 1.117, H18 1.148
7 H 1.46825 0.93550 1.54786  C3 1.050
8 H 0.92706 -0.35200 -1.70389  O1 0.971
9 H -1.42636 0.49263 -1.39753  C4 1.115
10 H -1.63320 1.64991 -0.22647  C4 1.047
11 H -0.14670 1.58113 1.84859  C3 1.056
12 H 0.85082 2.35767 0.66261  C3 1.135
13 H -0.45543 -2.76997 1.13724  C5 1.092
14 H 1.02760 -2.07897 0.52372  C5 1.077
15 H -0.92482 -1.22105 -0.48711  C6 1.117
16 H 0.35952 -1.52260 2.29467  C5 1.229
17 H 1.22738 -0.88449 -3.21292  O1 1.033
18 H -1.56781 -0.55331 1.04712  C6 1.148
19 H -0.49842 2.00422 -1.47166  C4 1.110

The SMILES is CCN(C)C.O. The HOMO energy is -9.200 eV.


P ends up most stable, edging out the next structure by 4.7 kcal/mol.


## P
ORCA calculation (ωB97M-V/def2-TZVPD) on a cluster of 2 separate species, C4H13NO in total.

Each atom is followed by the atoms it is bonded to, with distances in Å.
Cartesian coordinates (Å):
1 O 1.07480 -0.00553 -3.37647  H11 0.882, H12 0.912
2 N -0.14795 -0.14102 0.18234  C3 1.443, C4 1.508, C6 1.582
3 C -0.91303 -0.45366 1.36503  N2 1.443, C5 1.481, H8 1.098, H9 1.172
4 C 1.12186 0.61811 0.47548  N2 1.508, H13 1.152, H16 1.048, H18 1.112
5 C -0.32588 -0.69145 2.70323  C3 1.481, H7 1.133, H14 1.071, H19 1.140
6 C -1.05645 0.61234 -0.87042  N2 1.582, H10 1.214, H15 1.055, H17 1.117
7 H -1.24774 -0.81031 3.35125  C5 1.133
8 H -1.45201 -1.36538 1.07678  C3 1.098
9 H -1.63310 0.46326 1.48595  C3 1.172
10 H -2.08639 -0.00976 -1.03472  C6 1.214
11 H 0.75003 -0.72373 -2.97976  O1 0.882
12 H 1.98581 0.01278 -3.40722  O1 0.912
13 H 1.06955 1.44467 1.27615  C4 1.152
14 H 0.29111 0.17356 2.83905  C5 1.071
15 H -1.39360 1.36710 -0.21424  C6 1.055
16 H 1.53610 0.89157 -0.44733  C4 1.048
17 H -0.47574 0.81719 -1.80291  C6 1.117
18 H 1.93463 -0.03806 0.85609  C4 1.112
19 H 0.19958 -1.70363 2.69634  C5 1.140

The SMILES is CCN(C)C.O. The HOMO energy is -8.163 eV.


## Q
ORCA calculation (ωB97M-V/def2-TZVPD) on a cluster of 2 separate species, C4H13NO in total.

Each atom is followed by the atoms it is bonded to, with distances in Å.
Cartesian coordinates (Å):
1 O -2.70975 3.22097 -2.88226  H9 0.960, H10 0.959
2 N 1.18851 0.71545 0.54515  C3 1.485, C5 1.485, H11 1.008
3 C 1.13477 0.63257 -0.93691  N2 1.485, H13 1.083, H15 1.101, H17 1.073
4 C -0.69246 -1.73901 0.39996  C6 1.575, H8 1.081, H14 1.102, H18 1.077
5 C 1.48097 -0.52751 1.30341  N2 1.485, C6 1.558, H7 1.087, H16 1.085
6 C 0.18814 -1.32920 1.64025  C4 1.575, C5 1.558, H12 1.092, H19 1.081
7 H 1.80826 -0.26910 2.30705  C5 1.087
8 H -0.01130 -1.96916 -0.40743  C4 1.081
9 H -2.73487 2.27552 -3.04851  O1 0.960
10 H -2.96701 3.42848 -1.98158  O1 0.959
11 H 0.35196 1.18233 0.85983  N2 1.008
12 H -0.32295 -0.70176 2.37281  C6 1.092
13 H 0.43841 1.37694 -1.30225  C3 1.083
14 H -1.28072 -2.59763 0.76245  C4 1.102
15 H 2.10798 0.98984 -1.30851  C3 1.101
16 H 2.15879 -1.12758 0.70607  C5 1.085
17 H 0.91377 -0.31128 -1.39661  C3 1.073
18 H -1.45031 -1.00071 0.19988  C4 1.077
19 H 0.39782 -2.24917 2.16720  C6 1.081

The SMILES is CCCNC.O. The HOMO energy is -8.470 eV.


## R
ORCA calculation (ωB97M-V/def2-TZVPD) on a cluster of 2 separate species, C4H13NO in total.

Each atom is followed by the atoms it is bonded to, with distances in Å.
Cartesian coordinates (Å):
1 O 2.09948 -3.07009 -0.41673  H9 0.994, H14 1.019
2 N -1.02680 0.50236 -2.11797  C5 1.500, H7 0.990, H8 1.016
3 C -0.30726 1.03326 0.23809  C4 1.454, C5 1.581, C6 1.486, H12 1.070
4 C 0.76894 0.81187 1.19049  C3 1.454, H15 1.102, H16 1.121, H17 1.122
5 C 0.11674 0.41205 -1.15210  N2 1.500, C3 1.581, H10 1.170, H19 1.162
6 C -1.50105 0.31096 0.75020  C3 1.486, H11 1.146, H13 1.091, H18 1.083
7 H -1.75622 -0.14961 -1.96545  N2 0.990
8 H -1.62033 1.21858 -1.70840  N2 1.016
9 H 2.64311 -3.78206 0.01376  O1 0.994
10 H 0.96936 1.03488 -1.65517  C5 1.170
11 H -2.48380 0.03672 0.22830  C6 1.146
12 H -0.52116 2.07289 0.10267  C3 1.070
13 H -1.90746 0.73948 1.66698  C6 1.091
14 H 2.17871 -2.17847 0.07106  O1 1.019
15 H 1.44124 1.68413 1.14672  C4 1.102
16 H 0.30250 0.73191 2.20642  C4 1.121
17 H 1.41875 -0.09785 1.09116  C4 1.122
18 H -1.33915 -0.67526 1.16786  C6 1.083
19 H 0.52441 -0.63574 -0.85788  C5 1.162

The SMILES is CC(C)CN.O. The HOMO energy is -9.404 eV.


Q ends up most stable, edging out the next structure by 13.8 kcal/mol.